Entry from the Open Molecules 2025 dataset: a molecular structure, C58H60Ge2N3O3S8V in a non-equilibrium geometry (wB97M-V/def2-TZVPD).

Structure (XYZ):
```
135
Properties=species:S:1:pos:R:3:forces:R:3
V 2.25986 2.82177 -1.73565 0.4 -1.0 -1.2
C -4.72633 -5.07219 0.65625 0.1 0.0 0.0
C -3.85887 -4.14796 1.46178 0.0 0.0 0.0
C -4.36064 -2.96921 1.99084 0.0 -0.1 0.1
C -3.56274 -2.11468 2.73689 0.1 -0.1 0.1
C -4.10783 -0.81812 3.24960 0.0 0.0 0.0
C -2.23440 -2.46179 2.97916 -0.2 -0.2 -0.2
C -1.70884 -3.63900 2.44134 0.0 0.0 0.0
C -0.28362 -4.01857 2.70597 0.0 0.0 0.0
C -2.52629 -4.46233 1.68295 -0.1 0.1 0.0
C -1.41389 -1.68493 3.93744 0.0 -0.1 0.2
C -1.65473 -1.94238 5.28555 -0.1 0.0 0.1
C -0.89704 -1.33699 6.26670 0.0 0.0 0.1
C 0.14111 -0.50520 5.89562 0.1 0.0 0.0
C 0.39798 -0.23628 4.55453 0.0 0.0 0.3
C -0.40465 -0.80685 3.56111 -0.1 0.4 -0.9
Ge -0.27906 -0.01753 1.68731 0.0 -0.2 -0.4
S 0.32874 1.99826 1.75689 -0.3 -0.3 -0.1
S 0.93809 -1.35825 0.18425 -0.4 0.2 0.1
Ge -0.48711 -0.34788 -1.30707 0.0 -0.1 0.2
S 0.29004 1.52316 -2.13577 -1.0 -0.7 -0.1
S -2.12746 -0.20446 0.29025 0.7 0.0 0.1
C -1.13692 -1.52975 -2.83104 0.3 0.6 0.7
C -2.41682 -1.34154 -3.34739 -0.1 -0.1 -0.2
C -2.88139 -2.15373 -4.37721 0.0 0.0 0.0
C -2.08691 -3.15360 -4.90259 -0.1 -0.1 -0.1
C -0.80944 -3.32736 -4.40918 0.0 0.0 0.0
C -0.32847 -2.51878 -3.38385 0.0 -0.1 -0.1
C 1.06945 -2.73604 -2.95048 0.3 -0.2 0.1
C 1.39726 -3.76306 -2.06955 -0.1 0.0 -0.1
C 0.34485 -4.64071 -1.45526 0.0 0.0 0.0
C 2.73093 -3.97232 -1.74210 0.1 0.1 0.0
C 3.73595 -3.17964 -2.26923 0.0 -0.1 0.0
C 5.17799 -3.42098 -1.92526 -0.1 0.0 0.0
C 3.39291 -2.16902 -3.15829 -0.1 0.0 0.1
C 2.07514 -1.95158 -3.52646 0.0 0.0 0.0
C 1.73135 -0.91922 -4.55130 -0.1 0.0 -0.1
C -3.34420 -0.31305 -2.82082 -0.3 0.1 0.1
C -4.33462 -0.68781 -1.91333 -0.1 0.0 -0.1
C -4.47160 -2.09929 -1.42376 0.0 0.0 0.1
C -5.22095 0.26930 -1.43880 0.0 0.1 -0.1
C -5.14026 1.58974 -1.84422 -0.1 0.0 -0.1
C -6.06994 2.63130 -1.28952 0.1 0.0 0.0
C -4.17997 1.93627 -2.78351 0.0 -0.1 0.1
C -3.29203 1.00138 -3.29494 0.0 0.1 -0.1
C -2.32561 1.40343 -4.36448 0.1 0.1 -0.1
C 1.57182 0.62145 4.26505 0.4 0.2 0.1
C 1.55365 1.98674 4.55160 0.1 0.0 0.1
C 0.32659 2.67609 5.07144 0.0 0.0 0.0
C 2.67648 2.75627 4.27807 0.1 -0.2 0.1
C 3.83197 2.20105 3.75355 0.0 0.0 0.1
C 5.04443 3.03395 3.45515 0.0 0.0 -0.1
C 3.84694 0.83334 3.51534 -0.1 0.0 -0.1
C 2.73803 0.03900 3.76056 -0.1 0.0 0.1
C 2.80191 -1.43355 3.48180 0.0 0.0 -0.1
H -5.75729 -4.72352 0.63843 -0.1 0.0 0.0
H -4.70194 -6.08137 1.07127 0.0 0.0 0.0
H -4.36443 -5.12110 -0.37056 0.0 0.0 -0.1
H -5.39796 -2.70957 1.82114 -0.1 0.1 0.0
H -5.18863 -0.77176 3.12913 -0.1 0.0 0.0
H -3.65931 -0.00228 2.67979 0.0 0.1 0.0
H -3.85610 -0.66998 4.29876 0.0 0.1 0.0
H -0.05216 -3.92494 3.76734 0.1 0.0 0.0
H 0.38876 -3.35407 2.16273 0.1 0.0 0.0
H -0.09060 -5.04317 2.39027 0.0 0.0 0.0
H -2.12530 -5.37872 1.26660 0.1 -0.1 0.0
H -2.45182 -2.62325 5.55558 -0.1 -0.1 0.0
H -1.10380 -1.52199 7.31368 0.0 0.0 0.0
H 0.77143 -0.04690 6.64729 0.0 0.0 0.0
H -3.88365 -1.99377 -4.75298 -0.1 0.0 0.0
H -2.46098 -3.79303 -5.69099 0.0 0.0 -0.1
H -0.16363 -4.09709 -4.81164 0.1 0.0 0.0
H -0.62572 -4.47514 -1.91733 -0.1 -0.1 0.1
H 0.26014 -4.41357 -0.39307 -0.1 0.0 0.1
H 0.61395 -5.69320 -1.56288 0.0 0.0 0.0
H 2.98082 -4.76918 -1.05238 0.0 -0.1 0.1
H 5.27665 -4.25499 -1.23278 0.1 0.0 0.0
H 5.61412 -2.53430 -1.46742 0.1 0.0 0.1
H 5.74780 -3.64531 -2.82845 0.1 0.0 0.0
H 4.16167 -1.53537 -3.57996 0.1 0.1 -0.1
H 2.62177 -0.58822 -5.07998 0.0 0.0 0.0
H 1.28619 -0.04582 -4.06922 0.0 0.0 -0.1
H 1.00512 -1.30775 -5.26517 0.0 -0.1 -0.1
H -3.75538 -2.76221 -1.90262 0.0 -0.1 0.1
H -5.48009 -2.47176 -1.61479 -0.1 -0.1 0.0
H -4.28912 -2.12090 -0.35087 0.0 -0.1 0.0
H -5.97792 -0.02991 -0.72493 -0.1 0.0 0.1
H -6.92514 2.16624 -0.80166 -0.1 0.0 0.0
H -6.42683 3.29414 -2.07828 0.0 0.0 0.0
H -5.54595 3.23874 -0.55096 0.0 0.1 0.1
H -4.11611 2.96001 -3.12890 0.0 0.1 -0.1
H -2.70709 2.25230 -4.92975 0.0 0.0 -0.1
H -2.12913 0.57695 -5.04561 0.0 0.0 -0.1
H -1.37342 1.69520 -3.91746 0.0 0.0 -0.1
H -0.46709 1.96423 5.27985 -0.1 0.1 0.0
H -0.02773 3.36709 4.30793 -0.1 0.0 0.0
H 0.55315 3.23816 5.97900 0.0 0.0 0.1
H 2.62680 3.82278 4.45481 0.0 0.1 0.0
H 4.91381 4.05195 3.81833 0.0 0.1 0.0
H 5.23414 3.07213 2.38155 0.1 0.0 -0.1
H 5.92983 2.60285 3.92600 0.0 0.1 0.0
H 4.74274 0.37254 3.11831 0.1 0.0 0.0
H 3.83475 -1.77800 3.48906 0.1 0.0 0.0
H 2.37654 -1.64401 2.49868 0.0 -0.1 0.0
H 2.23511 -1.99624 4.22207 0.0 -0.1 0.0
O 1.99261 4.18047 -8.47915 -0.1 0.1 -0.5
C 2.06444 3.93921 -7.29998 0.1 -0.1 0.4
S 2.85845 2.50894 -6.63464 0.0 0.0 0.2
C 2.60499 2.86778 -4.91823 -0.4 0.7 -0.5
C 1.90623 4.00111 -4.65367 0.3 -0.5 -0.8
S 1.59654 4.56625 -3.06046 -0.4 0.8 0.0
S 1.38085 4.96073 -6.04100 0.0 -0.1 0.2
S 3.31294 1.88185 -3.72129 0.6 -0.5 0.0
N 2.82434 1.24228 -0.40523 -0.2 -0.4 0.1
C 4.26786 1.16316 -0.29292 0.6 0.5 0.0
C 4.82286 2.59226 -0.53712 1.0 -1.4 1.1
O 5.90301 2.92386 -0.05506 -0.1 0.1 -0.1
O 4.04899 3.30676 -1.23019 0.1 1.1 0.0
H 2.39050 1.51471 0.48814 -0.1 -0.3 -0.1
H 2.43456 0.32688 -0.65035 0.0 0.4 0.2
H 4.65816 0.52772 -1.09712 0.0 0.1 0.1
H 4.61231 0.76820 0.67251 0.0 0.1 -0.2
N 0.07929 6.71788 2.56586 -0.1 0.1 0.0
C 0.55829 5.84923 1.60568 0.0 -0.3 -0.3
C 1.90212 5.47860 1.57640 -0.2 0.0 0.1
C 2.32335 4.53834 0.66389 0.2 0.3 0.4
N 1.52032 3.96579 -0.22933 -0.2 0.8 0.6
C 0.23775 4.32744 -0.21599 -0.6 0.2 0.1
C -0.27938 5.25859 0.65863 0.2 0.2 0.2
H 0.76419 7.31623 2.99960 -0.1 0.0 0.0
H -0.81164 7.14666 2.37175 0.1 0.0 0.1
H 2.60377 5.91363 2.27374 0.1 0.0 0.1
H 3.36309 4.24804 0.64888 0.0 0.0 -0.1
H -0.41189 3.84157 -0.93579 0.1 0.0 0.1
H -1.33072 5.50607 0.62957 -0.1 -0.1 0.0
```
Forces are in eV/Å.

* E: -10920.00828 Ha
* orbital gap (spin up / spin down): 0.209 / 0.209 hartree
* relative energy (zero: lowest compared OMol25 entry of this formula, charge and spin): 22.0 kcal per mole
* spin multiplicity: 3
* charge: -2

Entry from the Open Molecules 2025 dataset: a molecular structure, C43H50IN5O4PSn (wB97M-V/def2-TZVPD).

Structure (XYZ):
```
105
Properties=species:S:1:pos:R:3:forces:R:3
Sn 0.14629 -1.45395 -0.82048 0.0 0.2 0.1
O -5.42797 -3.70913 -5.76515 -0.1 -0.3 0.0
N -4.28428 -3.31718 -5.75003 -0.2 0.7 -0.1
O -3.54617 -3.26037 -6.70520 0.1 -0.2 -0.1
C -3.74434 -2.83953 -4.42800 0.0 -0.1 0.1
C -4.48559 -3.82672 -2.58464 0.0 0.0 0.0
C -3.87936 -3.63276 -1.24595 0.0 0.0 0.0
C -4.27619 -4.09762 -0.02827 0.0 0.0 0.0
C -3.37964 -4.01777 1.04532 -0.1 0.0 0.0
C -2.07617 -3.49139 0.83712 0.1 0.1 0.0
N -1.65389 -3.03404 -0.29963 0.0 0.0 0.0
C -2.53929 -3.02989 -1.42872 0.0 0.1 0.0
C -1.81781 -2.07659 -3.26256 0.0 0.0 0.1
N -0.49733 -1.51837 -3.22251 -0.1 0.0 -0.1
C -0.09346 -0.78333 -4.20910 0.0 0.0 0.1
C -0.87411 -0.51456 -5.36696 -0.1 0.0 0.0
C -2.13250 -1.11005 -5.51708 0.1 0.0 0.0
C -2.59392 -1.90391 -4.51054 0.0 0.0 0.0
H -5.26472 -4.58330 -2.61421 0.0 0.0 0.0
H -5.24530 -4.56285 0.10011 0.0 0.0 0.0
H -3.65319 -4.37365 2.02730 0.0 0.0 0.0
H -1.37729 -3.44124 1.66670 0.0 0.0 0.0
H 0.89741 -0.34856 -4.11271 0.0 0.0 0.0
H -0.46845 0.12077 -6.13992 0.0 0.0 0.0
H -2.68353 -0.98679 -6.43839 0.0 0.0 0.0
O -2.95298 6.20494 2.79414 -0.1 0.0 0.0
C -1.89164 5.62707 2.19825 0.0 0.0 0.0
O -0.79428 6.08715 2.32832 0.0 0.0 0.0
C -2.15110 4.38850 1.39378 0.0 0.0 0.0
C -1.24641 4.08424 0.37948 0.0 0.0 0.0
C -1.38108 2.91892 -0.34657 0.1 0.0 0.0
C -2.43131 2.04123 -0.08010 0.0 0.1 0.0
C -3.33508 2.34099 0.93425 -0.1 -0.1 0.0
C -3.19264 3.51055 1.66645 0.0 0.1 -0.1
N -2.48689 0.84048 -0.81163 0.0 -0.1 0.1
C -3.58080 0.45653 -1.31635 -0.1 0.1 -0.1
C -3.66616 -0.82906 -2.02636 0.1 0.0 0.1
C -4.77221 -1.22056 -2.66338 0.0 0.0 -0.1
C -4.88022 -2.52479 -3.38569 0.0 0.0 0.0
C -3.27595 -4.03548 -3.54242 0.0 0.0 0.0
C -2.00747 -3.55305 -2.80125 0.1 -0.1 0.0
N -2.50385 -1.64728 -1.99920 -0.2 -0.1 -0.1
H -3.78008 5.79561 2.50990 0.1 0.0 0.0
H -0.43163 4.76987 0.19144 0.0 0.0 0.0
H -0.68384 2.67444 -1.13792 0.0 0.0 0.0
H -4.11865 1.63713 1.18626 0.0 0.0 0.0
H -3.88027 3.70083 2.48225 0.0 0.0 0.0
H -4.49494 1.05922 -1.28528 0.0 0.0 0.1
H -5.63799 -0.56816 -2.66237 0.0 0.0 0.0
H -5.85630 -2.62905 -3.85018 0.0 0.0 0.0
H -3.17076 -4.99722 -4.03630 0.0 0.0 0.0
H -1.14554 -4.21476 -2.81028 0.0 0.0 0.0
I 1.74653 -3.62468 -1.27021 0.1 -0.2 -0.1
C 6.06509 -0.53121 3.69427 0.0 0.0 0.0
C 6.33505 -0.19353 2.21950 0.0 0.0 0.0
C 5.08520 -0.38677 1.34327 0.0 0.0 0.0
C 3.81524 -0.06961 2.13719 -0.1 -0.1 0.0
C 3.64543 -1.08146 3.29314 0.1 0.0 0.0
C 4.99588 -1.61229 3.79906 0.0 0.1 0.0
P 2.32123 -0.12983 1.05944 -0.1 0.1 0.0
C 2.43062 1.31504 -0.10487 0.0 0.0 0.0
C 3.05252 2.63813 0.41290 0.0 0.0 -0.1
C 4.26419 3.06327 -0.41482 0.0 0.0 0.0
C 3.90993 3.22882 -1.89502 0.0 0.0 0.0
C 3.02085 2.07820 -2.41733 0.0 0.0 0.0
C 3.02849 0.89188 -1.45629 0.0 0.1 0.0
C 0.89526 0.39813 2.13092 0.0 0.0 0.0
C 0.22878 -0.79155 2.83488 0.0 0.1 0.0
C -1.21150 -0.42085 3.21326 0.0 0.0 0.0
C -1.30865 1.04399 3.68614 0.1 0.0 0.0
C 0.02899 1.53486 4.23508 0.0 0.0 0.0
C 1.09983 1.55212 3.13021 0.0 0.0 0.0
H 5.72259 0.35988 4.22881 0.0 0.0 0.0
H 6.98717 -0.85043 4.18053 0.0 0.0 0.0
H 7.13672 -0.82707 1.83499 0.0 0.0 0.0
H 6.68510 0.83774 2.13667 0.0 0.0 0.0
H 5.02229 -1.41640 0.97988 0.0 0.0 0.0
H 5.16374 0.25120 0.46268 0.0 0.0 0.0
H 3.91168 0.93938 2.54824 0.0 0.0 0.0
H 3.02814 -1.92389 2.96512 0.0 0.0 0.0
H 3.11318 -0.59822 4.11636 0.0 0.0 0.0
H 5.30310 -2.47809 3.20632 0.0 0.0 0.0
H 4.89050 -1.95890 4.82783 0.0 0.0 0.0
H 1.36826 1.49984 -0.30971 0.0 0.1 0.0
H 3.33865 2.55588 1.46085 0.0 0.0 0.0
H 2.30304 3.43326 0.36928 0.0 0.0 0.0
H 5.06071 2.32316 -0.30057 0.0 0.0 0.0
H 4.66285 4.00142 -0.02610 0.0 0.0 0.0
H 4.82924 3.28585 -2.47932 0.0 0.0 0.0
H 3.39564 4.18188 -2.03526 0.0 0.0 0.0
H 3.35105 1.76691 -3.40995 0.0 0.0 0.0
H 1.98683 2.42521 -2.52462 0.0 0.0 0.0
H 4.04561 0.51185 -1.34468 0.0 0.0 0.0
H 2.44835 0.05580 -1.86706 0.0 0.0 0.0
H 0.17054 0.74330 1.37839 0.0 0.0 0.0
H 0.79943 -1.05642 3.72690 0.0 0.0 0.0
H 0.24410 -1.68526 2.19758 0.0 0.0 0.0
H -1.57504 -1.09749 3.99018 0.0 0.0 0.0
H -1.85872 -0.56045 2.33907 0.0 0.0 0.0
H -2.09067 1.14490 4.43984 0.0 0.0 0.0
H -1.59798 1.68524 2.84861 0.0 0.0 0.0
H 0.34329 0.88245 5.05438 0.0 0.0 0.0
H -0.07655 2.53506 4.65655 0.0 0.0 0.0
H 2.08977 1.50172 3.58796 0.0 0.0 0.0
H 1.04932 2.50255 2.59382 0.0 0.0 0.0
```
Forces are in eV/Å.

* E: -3096.30382 Ha
* orbital gap (spin up / spin down): 0.195 / 0.195 hartree
* relative energy (zero: lowest compared OMol25 entry of this formula, charge and spin): 0.0 kcal per mole
* charge: +1

Entry from the Open Molecules 2025 dataset: 2 unconnected molecules or ions with the total composition C5H12IN3 in a non-equilibrium geometry (wB97M-V/def2-TZVPD).

Structure (XYZ):
```
21
Properties=species:S:1:pos:R:3:forces:R:3
C -1.30503 -0.50880 1.36255 1.3 -2.5 -0.3
C 0.00153 -0.78111 1.49931 -1.3 0.3 0.4
C -2.13170 -1.23290 0.31955 1.8 1.0 0.9
C 0.75401 -1.68597 0.53857 -1.0 0.4 -0.4
C -0.10803 1.45017 -1.95115 1.1 1.2 1.3
N 2.41230 1.76487 -0.98581 -2.3 0.5 -4.5
N 1.38059 1.50542 -0.20333 3.7 -0.3 4.0
N 0.14730 1.43224 -0.54068 -4.9 0.2 -2.1
I 0.76934 0.11328 3.31284 0.4 -0.4 -0.9
H -1.80019 0.00278 2.11698 -0.8 1.2 1.0
H -1.55836 -1.04491 -0.56832 -0.7 -0.3 -1.1
H -3.10900 -0.89254 0.36573 -1.8 1.3 -0.7
H -2.27781 -2.26328 0.53083 0.6 -1.2 0.1
H 1.54903 -2.21809 1.08547 -0.1 0.3 -0.8
H 1.06496 -1.04236 -0.35672 0.2 -1.1 1.3
H -0.02746 -2.42788 0.13877 1.4 0.8 0.6
H 0.56824 0.83496 -2.43543 1.8 -1.0 -1.4
H -1.01593 0.99759 -2.14289 -2.4 -0.2 -0.2
H 0.00773 2.48023 -2.29783 -0.3 -0.1 -0.4
H 3.25908 1.76930 -0.55592 2.7 0.0 2.4
H 1.41939 1.74701 0.76749 0.6 0.0 0.7
```
Forces are in eV/Å.

* E: -659.42573 Ha
* orbital gap (spin up / spin down): 0.257 / 0.271 hartree
* spin multiplicity: 3
* charge: 0